# 1
# C16H24BiN3O4S

A structure of composition C16H24BiN3O4S (the ωB97M-V functional and the def2-TZVPD basis, OMol25).

Last column: natural (NBO) charge in e.
Atoms and positions in Å:
Bi -0.192 -0.441 -1.929  1.6677
S -0.549 -2.972 -0.105  -0.3592
O -2.862 1.256 1.046  -0.6372
O -1.191 0.172 0.032  -0.7975
O -0.537 2.043 -5.509  -0.6164
O 0.253 0.612 -3.962  -0.7940
N -1.220 -1.986 2.232  -0.5706
N -1.513 1.438 -2.189  -0.5048
N 0.977 -2.619 2.072  -0.5982
C 2.071 -3.411 1.517  -0.2197
C -2.346 1.787 -1.212  0.1052
C -0.238 -2.491 1.497  0.3613
C -1.566 -2.333 4.650  -0.6124
C -1.557 2.016 -3.383  0.1196
C -2.508 2.985 -3.662  -0.1995
C 3.282 2.125 -2.086  -0.5974
C -2.148 1.027 0.082  0.7482
C 1.872 1.979 -1.513  -0.2454
C -0.529 1.529 -4.407  0.7444
C -1.125 -1.373 3.546  -0.2300
C -3.313 2.752 -1.411  -0.1991
C 1.619 0.546 -1.014  -0.7696
C 1.641 2.989 -0.387  -0.6007
C -3.402 3.346 -2.665  -0.1449
C 2.011 -4.861 1.986  -0.6192
H -2.072 -1.811 1.728  0.4304
H -2.602 -2.629 4.493  0.2162
H 1.982 -3.366 0.437  0.2346
H -3.971 3.009 -0.594  0.2527
H 1.068 -5.308 1.672  0.2228
H 0.669 2.831 0.086  0.2064
H -0.106 -1.021 3.724  0.1872
H 4.034 1.970 -1.309  0.1966
H 1.180 2.219 -2.324  0.1993
H 1.677 4.010 -0.771  0.2093
H 2.830 -5.433 1.551  0.2182
H 2.087 -4.919 3.074  0.1987
H 2.472 -0.108 -1.207  0.2200
H 1.033 -2.449 3.064  0.3883
H -2.528 3.419 -4.651  0.2567
H -1.481 -1.858 5.628  0.2158
H 3.011 -2.947 1.819  0.1962
H 1.406 0.524 0.056  0.2325
H -1.771 -0.495 3.529  0.2326
H -0.952 -3.236 4.645  0.2034
H 3.446 1.398 -2.883  0.2137
H 3.421 3.124 -2.503  0.2105
H -4.179 4.071 -2.867  0.2273
H 2.416 2.887 0.377  0.2004

Results
* E_tot: -46319.049 eV
* maximum force: 0.5 eV/Å
* relative energy (zero: lowest compared OMol25 entry of this formula, charge and spin): 0.000 eV
* gap between HOMO and LUMO: 8.18 eV


# 2
# C16H24Br2ClN4O3

The ion C16H24Br2ClN4O3 with charge +1 in a non-equilibrium geometry (the ωB97M-V functional and the def2-TZVPD basis, OMol25).

Last column: natural (NBO) charge in e.
Atoms and positions in Å:
Br 2.265 -3.799 0.513  0.1564
Br 3.986 -4.250 -2.262  0.1608
Cl -1.900 -0.458 -3.330  0.0351
O -0.262 -1.752 2.519  -0.5049
O -2.446 -0.294 0.741  -0.5598
O 3.610 -0.607 2.487  -0.4864
N -0.320 -0.070 -1.247  -0.1639
N 0.940 -0.763 0.307  -0.1749
N 0.389 -1.096 -1.776  -0.2171
N 1.606 -0.946 1.506  -0.3592
C 2.705 -1.948 -3.328  -0.6750
C -1.284 0.663 -2.103  -0.0279
C 2.110 -2.638 -0.957  -0.2504
C 0.722 -1.090 2.657  0.7059
C -4.886 -0.033 0.918  -0.6522
C 3.090 0.980 0.772  -0.7345
C 2.847 -0.214 1.656  0.6995
C -2.099 1.018 1.107  -0.0554
C -0.010 0.148 0.014  0.5205
C 1.159 -1.532 -0.825  0.3557
C -3.637 -0.780 1.361  -0.0612
C -0.307 3.039 -1.894  -0.6157
C 1.112 -0.392 3.927  -0.7354
C -0.630 1.848 -2.803  -0.4324
C -0.566 1.154 0.960  -0.4932
C 2.791 -2.817 -2.102  0.0054
H 2.887 0.760 -0.277  0.2298
H 1.682 -1.935 -3.707  0.2583
H 3.362 -2.315 -4.110  0.2530
H 2.965 -0.913 -3.086  0.2296
H -2.391 1.232 2.141  0.2053
H -5.763 -0.667 1.059  0.2374
H 0.276 1.481 -3.291  0.2270
H -4.821 0.204 -0.147  0.2135
H -0.338 2.154 0.585  0.2637
H 1.404 0.647 3.746  0.2276
H 4.140 1.249 0.871  0.2744
H -2.595 1.744 0.450  0.1748
H -1.317 2.169 -3.586  0.2475
H 0.661 2.914 -1.399  0.2010
H 0.257 -0.417 4.597  0.2611
H -5.056 0.882 1.488  0.2104
H -1.061 3.144 -1.109  0.1973
H -2.148 0.916 -1.493  0.2434
H -0.279 3.962 -2.468  0.2489
H -0.073 1.062 1.924  0.2457
H 1.980 -0.875 4.378  0.2856
H -3.520 -0.760 2.451  0.1772
H -3.706 -1.829 1.071  0.2064
H 2.469 1.820 1.096  0.2415

Results
* E_tot: -181684.064 eV
* maximum force: 1.6 eV/Å
* SMILES: CCOCCc1n([C@H](Cl)CC)nc(/C(Br)=C(\C)Br)[n+]1N(C(C)=O)C(C)=O
* charge: +1
* gap between HOMO and LUMO: 9.09 eV


# 3
# C16H24BrCl4NO6

A cluster of 3 separate species, C16H24BrCl4NO6 in total in a non-equilibrium geometry (the ωB97M-V functional and the def2-TZVPD basis, OMol25).

Last column: natural (NBO) charge in e.
Atoms and positions in Å:
Br -2.603 0.294 2.038  -0.0878
Cl 1.230 3.675 3.598  -0.0543
Cl 0.586 4.190 -2.908  -0.0655
Cl 2.493 3.149 -0.302  -0.0725
Cl -1.286 5.116 1.870  -0.0749
O -0.142 -4.143 -0.541  -0.5285
O 1.789 -1.942 1.712  -0.5565
O -3.377 -1.975 0.707  -0.4569
O -2.465 0.704 -1.283  -0.4863
O -2.300 -4.756 -0.461  -0.5247
O -1.674 -2.789 -1.415  -0.5283
N 1.795 -2.772 -0.442  -0.5514
C 0.521 -2.949 -1.078  0.4588
C -1.880 1.377 -2.604  -0.3848
C -1.465 -3.994 -0.774  0.9732
C 1.384 4.548 -0.322  -0.3925
C 1.929 -4.291 1.555  -0.7191
C -1.422 4.284 3.442  -0.3816
C -0.195 4.495 4.288  -0.3893
C -2.412 -1.360 0.964  0.5767
C 0.713 -3.271 -2.584  -0.6465
C 2.571 -1.632 -0.931  -0.4234
C -1.860 -0.145 -2.096  0.2297
C -0.507 -0.624 -1.573  -0.5026
C -0.645 -1.952 -0.836  0.2498
C 0.171 4.289 -1.175  -0.3873
C 1.821 -2.908 0.985  0.7327
C -0.977 -1.706 0.655  -0.5999
H 1.535 -5.031 0.867  0.2447
H -0.368 -0.877 0.996  0.2728
H 0.043 5.551 4.386  0.2237
H 1.322 -4.316 2.455  0.2383
H -0.358 4.080 5.280  0.2271
H 3.614 -1.932 -1.028  0.2106
H -2.439 -0.847 -2.692  0.2175
H 0.077 -0.705 -2.488  0.2337
H -0.755 1.376 -2.549  0.1669
H 0.211 -4.202 -2.815  0.2407
H 1.941 5.412 -0.674  0.2222
H -2.297 4.691 3.946  0.2267
H -1.926 2.365 -2.146  0.2923
H 2.540 -0.775 -0.262  0.2238
H 0.306 -2.517 -3.248  0.2175
H 2.962 -4.511 1.808  0.2482
H -0.319 3.359 -0.892  0.2175
H 2.246 -1.309 -1.913  0.2101
H -0.544 5.102 -1.064  0.2279
H 1.080 4.725 0.706  0.2442
H -0.148 0.178 -0.938  0.2537
H -0.691 -2.541 1.290  0.2700
H -1.596 3.230 3.245  0.2310
H 1.773 -3.421 -2.759  0.2324

Results
* E_tot: -150884.189 eV
* maximum force: 2.4 eV/Å
* SMILES: CC(=O)N(C)[C@@]1(C)OC(=O)O[C@]1(CC(=O)Br)C[C@@H]1CO1.ClCCCl.ClCCCl
* gap between HOMO and LUMO: 9.57 eV


# 4
# C16H24ClN2O2

A cluster of 3 separate species, C16H24ClN2O2 in total in a non-equilibrium geometry (the ωB97M-V functional and the def2-TZVPD basis, OMol25).

Last column: natural (NBO) charge in e.
Atoms and positions in Å:
Cl -24.249 -5.586 38.484  -0.9302
O -26.937 -3.285 41.599  -0.5587
O -25.680 -2.730 44.243  -0.5507
N -26.329 -6.852 43.741  -0.2601
N -26.975 -10.769 37.841  -0.2556
C -26.609 -8.345 41.361  0.0958
C -26.658 -9.137 40.096  0.0437
C -26.387 -1.870 43.411  -0.0478
C -27.004 -8.918 42.798  -0.2134
C -25.751 -2.630 45.604  -0.2515
C -27.086 -8.571 38.834  -0.1723
C -25.555 -6.340 44.980  -0.3784
C -27.033 -3.344 40.255  -0.2995
C -26.520 -11.296 38.968  0.0641
C -27.204 -9.417 37.722  0.1021
C -26.043 -6.247 42.560  0.0903
C -26.725 -8.228 43.822  0.0400
C -26.570 -11.328 36.598  -0.4015
C -26.214 -6.834 41.405  -0.1816
C -26.366 -10.584 40.099  -0.1765
C -26.308 -2.087 42.046  -0.0970
H -27.300 -7.445 38.788  0.2969
H -27.624 -1.926 43.509  0.1475
H -25.240 -2.247 41.646  0.1824
H -26.170 -5.475 45.417  0.2391
H -26.083 -10.946 40.963  0.2211
H -24.702 -5.936 44.533  0.2326
H -26.724 -2.533 45.922  0.1714
H -26.203 -12.347 39.222  0.2686
H -25.438 -7.054 45.692  0.2182
H -25.711 -5.096 42.428  0.3218
H -27.388 -8.865 36.801  0.2723
H -27.673 -2.648 39.632  0.1856
H -25.996 -3.606 39.682  0.2262
H -27.257 -10.030 42.926  0.2533
H -27.209 -10.964 35.835  0.2326
H -25.192 -3.148 46.305  0.2027
H -25.615 -11.326 36.307  0.2369
H -26.686 -1.330 41.411  0.2065
H -26.953 -8.624 44.705  0.2269
H -26.056 -1.032 43.602  0.1733
H -25.330 -1.553 45.791  0.1565
H -27.597 -4.296 40.215  0.1688
H -25.989 -6.324 40.596  0.2770
H -26.837 -12.352 36.737  0.2205

Results
* E_tot: -36562.669 eV
* maximum force: 10.0 eV/Å
* charge: +1
* relative energy (zero: lowest compared OMol25 entry of this formula, charge and spin): 0.000 eV
* gap between HOMO and LUMO: 3.30 eV